Computed, not measured: 9 unconnected molecules or ions with the total composition C19H41Br16ClN3O2Si at a distorted geometry, with ωB97M-V with the def2-TZVPD basis set.

Atoms and positions in Å:
N 3.64 4.41 4.10
C 3.26 3.23 3.33
N 4.28 2.19 3.65
N 3.40 3.44 1.91
C 1.87 2.66 3.69
Si 0.33 3.64 3.23
Cl 0.49 5.70 3.62
C -0.25 3.32 1.44
O -1.10 4.11 0.97
O 0.23 2.32 0.88
H 3.34 4.31 5.06
H 3.26 5.25 3.69
H 3.99 1.77 4.52
H 4.20 1.46 2.95
H 3.08 4.35 1.60
H 4.36 3.31 1.63
H 1.87 2.41 4.76
H 1.78 1.73 3.14
H -0.76 3.16 4.12
Br 4.87 3.85 -3.82
C 4.06 2.58 -2.56
C 4.02 3.13 -1.17
Br 5.77 3.06 -0.31
H 4.63 1.66 -2.64
H 3.06 2.42 -2.94
H 3.37 2.52 -0.54
H 3.68 4.16 -1.12
Br 2.72 -0.07 -4.89
C 1.91 -1.33 -3.63
C 1.89 -0.78 -2.24
Br 3.64 -0.86 -1.40
H 2.47 -2.26 -3.71
H 0.90 -1.49 -4.00
H 1.24 -1.38 -1.59
H 1.56 0.26 -2.20
Br -0.96 -1.22 -6.30
C -1.68 0.35 -5.41
C -1.62 1.57 -6.29
Br 0.17 2.31 -6.40
H -1.13 0.48 -4.49
H -2.71 0.10 -5.18
H -2.23 2.37 -5.87
H -1.94 1.37 -7.31
Br -3.41 -2.00 -2.66
C -1.99 -3.30 -2.88
C -1.60 -3.93 -1.56
Br -0.54 -2.74 -0.45
H -1.17 -2.78 -3.37
H -2.38 -4.06 -3.55
H -0.97 -4.80 -1.73
H -2.46 -4.22 -0.97
Br -2.94 -4.46 2.18
C -2.67 -2.62 2.79
C -3.95 -1.83 2.71
Br -4.33 -1.33 0.87
H -1.87 -2.21 2.19
H -2.34 -2.71 3.83
H -3.85 -0.89 3.25
H -4.81 -2.37 3.08
Br 2.30 6.21 0.46
C 3.95 7.21 0.18
C 3.84 8.13 -1.00
Br 3.98 7.15 -2.68
H 4.75 6.48 0.08
H 4.10 7.78 1.10
H 4.67 8.84 -1.01
H 2.90 8.67 -1.03
Br -6.13 -6.08 -2.89
C -6.58 -4.30 -2.23
C -6.67 -4.27 -0.73
Br -8.32 -5.07 -0.09
H -7.50 -4.01 -2.72
H -5.77 -3.66 -2.56
H -6.69 -3.24 -0.37
H -5.86 -4.80 -0.25
Br -1.17 -10.14 4.66
C -1.90 -8.55 5.50
C -1.98 -7.39 4.54
Br -0.24 -6.60 4.22
H -1.28 -8.33 6.36
H -2.90 -8.83 5.84
H -2.59 -6.59 4.95
H -2.38 -7.68 3.57

- M: 1685.6 g mol⁻¹
- HOMO-LUMO gap: 5.9435 eV
- Maximum force: 1.248 eV Å⁻¹
- LUMO energy: 1.493 eV
- Net charge: -1
- HOMO: -4.451 eV

These are the Mulliken partial charges, in e, on atoms 1 to 6:
1. N -0.56
2. C 0.24
3. N -0.74
4. N 0.30
5. C -0.84
6. Si 0.46

***

Computed, not measured: a molecular structure, C50H56BiGe2N3OS5Se4, with ωB97M-V with the def2-TZVPD basis set.

Atoms and positions in Å:
Bi 0.06 -0.26 -0.13
Se -2.25 3.26 1.10
Se -0.54 3.63 2.62
Se 0.39 1.55 3.13
Se 2.01 1.07 1.50
C 5.68 -3.78 -1.32
C 4.69 -4.35 -0.34
C 4.52 -3.78 0.92
C 3.59 -4.28 1.82
C 3.51 -3.72 3.21
C 2.76 -5.34 1.42
C 2.96 -5.96 0.18
C 2.18 -7.18 -0.25
C 3.92 -5.45 -0.68
C 1.70 -5.84 2.35
C 2.10 -6.74 3.34
C 1.18 -7.28 4.22
C -0.15 -6.92 4.11
C -0.57 -6.03 3.13
C 0.35 -5.47 2.23
Ge -0.20 -4.13 0.87
S 0.42 -2.19 1.66
S 0.39 -4.65 -1.22
Ge -1.58 -3.64 -1.71
S -1.29 -1.58 -2.23
S -2.40 -4.05 0.37
C -2.64 -4.54 -3.14
C -4.02 -4.26 -3.25
C -4.76 -4.80 -4.30
C -4.16 -5.61 -5.24
C -2.81 -5.89 -5.14
C -2.04 -5.36 -4.10
C -0.59 -5.73 -4.09
C 0.37 -4.88 -4.61
C 0.04 -3.51 -5.15
C 1.71 -5.29 -4.60
C 2.09 -6.52 -4.11
C 3.53 -6.95 -4.11
C 1.11 -7.36 -3.60
C -0.22 -6.98 -3.57
C -1.25 -7.87 -2.92
C -4.70 -3.37 -2.26
C -5.30 -3.90 -1.12
C -5.44 -5.38 -0.90
C -5.78 -3.02 -0.15
C -5.67 -1.65 -0.29
C -6.08 -0.71 0.81
C -5.16 -1.15 -1.48
C -4.69 -1.98 -2.48
C -4.18 -1.41 -3.77
C -2.04 -5.72 3.09
C -2.91 -6.50 2.34
C -2.40 -7.57 1.40
C -4.27 -6.23 2.38
C -4.78 -5.18 3.13
C -6.26 -4.88 3.13
C -3.89 -4.40 3.85
C -2.53 -4.65 3.85
C -1.59 -3.76 4.62
H 6.26 -2.98 -0.87
H 5.15 -3.35 -2.17
H 6.36 -4.55 -1.68
H 5.12 -2.93 1.21
H 4.11 -2.81 3.29
H 3.88 -4.45 3.94
H 2.49 -3.47 3.49
H 1.45 -7.48 0.50
H 2.85 -8.01 -0.42
H 1.64 -6.97 -1.18
H 4.05 -5.90 -1.66
H 3.15 -7.01 3.40
H 1.50 -7.97 4.99
H -0.89 -7.33 4.79
H -5.82 -4.56 -4.36
H -4.75 -6.03 -6.06
H -2.32 -6.53 -5.88
H -1.01 -3.44 -5.44
H 0.66 -3.27 -6.01
H 0.21 -2.75 -4.38
H 2.46 -4.60 -4.98
H 4.19 -6.12 -4.38
H 3.70 -7.76 -4.82
H 3.83 -7.31 -3.12
H 1.39 -8.32 -3.18
H -0.77 -8.73 -2.45
H -1.99 -8.23 -3.64
H -1.80 -7.32 -2.15
H -5.14 -5.96 -1.78
H -6.47 -5.63 -0.66
H -4.81 -5.70 -0.06
H -6.20 -3.44 0.76
H -6.46 -1.26 1.68
H -6.85 -0.02 0.48
H -5.22 -0.13 1.13
H -5.08 -0.07 -1.62
H -4.31 -0.33 -3.79
H -4.70 -1.84 -4.63
H -3.11 -1.61 -3.89
H -1.40 -7.91 1.66
H -2.35 -7.16 0.39
H -3.07 -8.43 1.39
H -4.95 -6.84 1.78
H -6.81 -5.59 2.52
H -6.45 -3.88 2.74
H -6.66 -4.92 4.15
H -4.27 -3.55 4.43
H -2.15 -3.00 5.18
H -0.90 -3.24 3.95
H -0.99 -4.33 5.33
O -2.66 -0.77 0.99
H -2.45 -0.41 1.87
H -2.65 -1.73 1.08
N 0.84 3.51 -0.75
C 1.27 2.59 -1.60
N 2.61 2.35 -1.66
S 0.21 1.70 -2.58
H 1.44 3.79 0.02
H -0.16 3.56 -0.56
H 3.13 2.55 -0.82
H 2.85 1.47 -2.10
N 2.91 -1.12 -1.87
C 1.96 -0.93 -1.24

- M: 1545.4 g mol⁻¹
- HOMO-LUMO gap: 5.4921 eV
- Maximum force: 0.342 eV Å⁻¹
- LUMO energy: 3.796 eV
- Energy relative to the best compared isomer or geometry (same formula, charge and spin): 0.0 kcal per mole
- Net charge: -2
- HOMO: -1.696 eV

These are the Mulliken partial charges, in e, on atoms 1 to 6:
1. Bi 1.66
2. Se -0.66
3. Se -0.26
4. Se -0.13
5. Se -0.59
6. C -1.60

***

Computed, not measured: 2 unconnected molecules or ions with the total composition C3H10NO2 at a distorted geometry, with ωB97M-V with the def2-TZVPD basis set.

Atoms and positions in Å:
C 0.80 2.07 -0.41
C -0.79 -0.92 1.66
C 0.41 -0.23 -1.35
N 1.13 0.62 -0.70
O 0.94 -1.39 -1.63
O -1.13 -1.09 0.33
H 0.55 2.44 0.58
H 1.60 2.57 -0.79
H -0.23 2.33 -0.82
H -0.84 0.14 2.08
H 0.28 -1.23 1.90
H -1.28 -1.40 2.40
H -0.65 0.11 -1.65
H 2.12 0.19 -0.55
H -1.97 -1.51 0.40
H 0.29 -2.07 -1.81

- M: 92.1 g mol⁻¹
- HOMO-LUMO gap: 11.1724 eV
- Maximum force: 5.778 eV Å⁻¹
- LUMO energy: -3.499 eV
- Energy relative to the best compared isomer or geometry (same formula, charge and spin): 56.7 kcal per mole
- Net charge: +1
- HOMO: -14.671 eV

These are the natural (NBO) partial charges, in e, on atoms 1 to 6:
1. C -0.41
2. C -0.28
3. C 0.57
4. N -0.51
5. O -0.61
6. O -0.74

***

Computed, not measured: a molecular structure, C30H24IrN4OS5 at a distorted geometry, with ωB97M-V with the def2-TZVPD basis set.

Atoms and positions in Å:
Ir 0.35 0.67 -1.04
S 0.20 3.88 2.05
C -1.34 3.93 1.23
C -2.45 4.71 1.52
C -3.57 4.57 0.72
C -3.58 3.68 -0.35
C -2.48 2.89 -0.63
C -1.35 2.99 0.18
N -0.20 2.25 0.09
C 0.75 2.65 0.97
C 2.05 2.08 0.86
C 3.17 2.47 1.60
C 4.39 1.88 1.36
C 4.52 0.90 0.38
C 3.42 0.51 -0.38
C 2.17 1.06 -0.13
H -2.43 5.41 2.34
H -4.44 5.18 0.93
H -4.46 3.60 -0.97
H -2.47 2.20 -1.47
H 3.06 3.26 2.34
H 5.26 2.17 1.93
H 5.48 0.44 0.20
H 3.56 -0.25 -1.14
C 1.56 1.65 -6.10
C 1.73 0.13 -6.05
C 1.50 -0.42 -4.69
N 1.10 0.23 -3.67
N 0.99 -0.51 -2.53
C 1.31 -1.80 -2.69
N 1.26 -2.67 -1.69
S 1.79 -2.13 -4.32
H 1.69 2.00 -7.12
H 2.30 2.14 -5.47
H 0.57 1.94 -5.76
H 2.73 -0.15 -6.38
H 1.04 -0.35 -6.75
H 0.72 -2.36 -0.87
H 1.45 -3.64 -1.84
O -0.46 -1.16 -0.04
C -0.77 -1.71 1.19
C -1.30 -0.79 2.27
C -1.02 -0.82 3.63
C -1.83 0.06 4.36
C -2.75 0.72 3.57
S -2.64 0.27 1.94
C 0.42 -2.51 1.69
C 0.58 -3.86 1.81
C 1.87 -4.22 2.26
C 2.68 -3.14 2.45
S 1.88 -1.67 2.09
C -2.04 -2.54 1.08
C -2.94 -2.50 0.03
C -4.07 -3.28 0.27
C -4.05 -3.87 1.53
S -2.65 -3.51 2.41
H -0.26 -1.44 4.07
H -1.74 0.21 5.43
H -3.49 1.43 3.89
H -0.19 -4.58 1.57
H 2.19 -5.24 2.44
H 3.70 -3.13 2.78
H -2.75 -1.94 -0.87
H -4.87 -3.42 -0.44
H -4.80 -4.52 1.95

- M: 809.1 g mol⁻¹
- HOMO-LUMO gap (spin up / spin down): 4.4213 / 4.8869 eV
- Maximum force: 4.315 eV Å⁻¹
- Expectation value of S²: 8.787
- LUMO energy (spin up / spin down): -5.850 / -8.775 eV
- Energy relative to the best compared isomer or geometry (same formula, charge and spin): 48.3 kcal per mole
- Net charge: +2
- 2S+1: 6
- HOMO (spin up / spin down): -10.272 / -13.661 eV

These are the natural (NBO) partial charges, in e, on atoms 1 to 6:
1. Ir 1.27
2. S 0.51
3. C -0.14
4. C -0.23
5. C -0.18
6. C -0.18

***

Computed, not measured: C4H8S in the gas phase at a distorted geometry, with ωB97M-V with the def2-TZVPD basis set.

Atoms and positions in Å:
C -0.61 -1.94 -0.63
C -0.23 -0.81 -0.09
C -1.19 0.09 0.61
C 1.47 1.42 0.02
S 1.48 -0.39 -0.20
H 0.21 -2.53 -1.08
H -1.62 -2.16 -0.83
H -0.55 0.60 1.22
H -1.57 0.67 -0.22
H -2.05 -0.40 0.99
H 2.55 1.83 -0.11
H 1.26 1.62 1.05
H 0.86 1.98 -0.72

- M: 88.2 g mol⁻¹
- HOMO-LUMO gap (spin up / spin down): 5.3166 / 8.0873 eV
- Maximum force: 10.135 eV Å⁻¹
- Expectation value of S²: 2.007
- LUMO energy (spin up / spin down): 0.848 / -1.670 eV
- Energy relative to the best compared isomer or geometry (same formula, charge and spin): 32.3 kcal per mole
- Net charge: 0
- 2S+1: 3
- HOMO (spin up / spin down): -4.469 / -9.758 eV

These are the natural (NBO) partial charges, in e, on atoms 1 to 6:
1. C -0.38
2. C -0.26
3. C -0.65
4. C -0.79
5. S 0.39
6. H 0.18

***

Computed, not measured: 10 unconnected molecules or ions with the total composition C40H80O10 at a distorted geometry, with ωB97M-V with the def2-TZVPD basis set.

Atoms and positions in Å:
C -1.06 -2.76 -5.59
C -1.85 -1.53 -5.13
C -0.86 -0.38 -5.33
O 0.24 -0.90 -6.08
C -0.13 -2.16 -6.63
H -1.64 -3.63 -5.89
H -0.43 -3.12 -4.77
H -2.20 -1.61 -4.10
H -2.74 -1.40 -5.75
H -0.54 0.06 -4.39
H -1.32 0.42 -5.92
H 0.78 -2.76 -6.71
H -0.60 -2.03 -7.61
C -4.33 -1.58 3.13
C -3.68 -1.88 1.79
C -4.80 -2.41 0.90
O -5.69 -3.07 1.80
C -5.55 -2.53 3.12
H -4.66 -0.56 3.28
H -3.69 -1.86 3.96
H -2.89 -2.61 1.94
H -3.15 -1.04 1.33
H -4.42 -3.16 0.21
H -5.32 -1.61 0.36
H -5.47 -3.36 3.82
H -6.46 -1.97 3.35
C 2.14 1.52 3.80
C 1.24 1.14 4.97
C 1.23 2.42 5.85
O 1.90 3.43 5.10
C 1.97 3.03 3.74
H 1.95 1.01 2.85
H 3.17 1.30 4.08
H 1.59 0.27 5.54
H 0.23 0.89 4.64
H 1.79 2.24 6.77
H 0.21 2.73 6.05
H 2.80 3.56 3.28
H 1.03 3.34 3.26
C -3.99 2.61 3.34
C -2.96 1.99 2.39
C -1.70 2.83 2.63
O -1.78 3.16 4.00
C -3.14 3.33 4.39
H -4.60 1.80 3.75
H -4.64 3.30 2.80
H -3.27 1.99 1.35
H -2.75 0.94 2.59
H -1.60 3.68 1.94
H -0.78 2.26 2.47
H -3.37 4.40 4.37
H -3.25 2.97 5.41
C -4.52 1.17 -1.09
C -5.43 0.86 -2.26
C -4.52 1.13 -3.44
O -3.28 0.56 -3.05
C -3.13 0.76 -1.65
H -4.73 0.62 -0.18
H -4.48 2.24 -0.86
H -6.37 1.42 -2.31
H -5.71 -0.20 -2.23
H -4.39 2.22 -3.57
H -4.89 0.72 -4.38
H -2.36 1.50 -1.42
H -2.81 -0.20 -1.24
C 5.26 -2.19 -1.04
C 4.53 -2.92 0.06
C 4.62 -1.93 1.22
O 5.83 -1.20 1.00
C 6.40 -1.55 -0.26
H 4.63 -1.38 -1.43
H 5.53 -2.82 -1.89
H 5.07 -3.82 0.37
H 3.51 -3.25 -0.13
H 4.68 -2.44 2.18
H 3.75 -1.26 1.27
H 7.24 -2.24 -0.10
H 6.77 -0.63 -0.72
C -0.18 -2.90 3.59
C -0.30 -3.54 2.21
C 1.04 -4.22 1.99
O 1.93 -3.61 2.95
C 1.29 -2.50 3.55
H -0.38 -3.58 4.41
H -0.84 -2.03 3.66
H -0.52 -2.78 1.45
H -1.17 -4.20 2.12
H 1.46 -4.02 0.99
H 1.01 -5.29 2.21
H 1.40 -1.58 2.95
H 1.73 -2.33 4.53
C 4.10 -2.28 -4.70
C 2.78 -2.17 -3.93
C 2.60 -3.57 -3.39
O 3.04 -4.41 -4.45
C 4.16 -3.78 -5.06
H 4.88 -1.93 -4.03
H 4.11 -1.66 -5.60
H 1.97 -1.90 -4.61
H 2.83 -1.38 -3.17
H 1.63 -3.88 -3.00
H 3.28 -3.78 -2.54
H 4.08 -3.94 -6.13
H 5.12 -4.22 -4.76
C 0.94 -0.63 0.09
C 1.34 0.34 -1.01
C 0.90 1.66 -0.40
O -0.32 1.37 0.27
C -0.36 -0.02 0.65
H 1.70 -0.64 0.87
H 0.77 -1.65 -0.26
H 0.81 0.13 -1.95
H 2.40 0.29 -1.26
H 0.72 2.44 -1.14
H 1.64 2.04 0.32
H -1.21 -0.44 0.12
H -0.44 -0.14 1.73
C 1.09 5.59 0.24
C 0.75 6.91 -0.43
C 1.15 6.59 -1.87
O 2.30 5.76 -1.77
C 2.41 5.24 -0.44
H 0.36 4.83 -0.09
H 1.19 5.58 1.32
H 1.36 7.74 -0.07
H -0.28 7.22 -0.26
H 1.36 7.50 -2.44
H 0.36 6.04 -2.38
H 3.28 5.70 0.06
H 2.57 4.16 -0.47

- M: 721.1 g mol⁻¹
- HOMO-LUMO gap: 9.7980 eV
- Maximum force: 1.295 eV Å⁻¹
- LUMO energy: 0.385 eV
- SMILES: C1CCOC1.C1CCOC1.C1CCOC1.C1CCOC1.C1CCOC1.C1CCOC1.C1CCOC1.C1CCOC1.C1CCOC1.C1CCOC1
- Energy relative to the best compared isomer or geometry (same formula, charge and spin): 4.2 kcal per mole
- Net charge: 0
- HOMO: -9.413 eV

These are the Mulliken partial charges, in e, on atoms 1 to 6:
1. C -0.15
2. C -0.24
3. C -0.02
4. O -0.51
5. C -0.55
6. H 0.45

***

Computed, not measured: a gas-phase ion, C6H13BrNS (charge +1) at a distorted geometry, with ωB97M-V with the def2-TZVPD basis set.

Atoms and positions in Å:
C -0.97 1.10 0.83
C -0.76 0.39 -0.54
C -1.97 -0.31 -1.00
N 0.40 -0.59 -0.23
C 0.07 -1.69 0.71
C 1.58 0.18 0.29
Br 3.23 -0.96 -0.03
C 2.00 1.39 -0.46
S 2.29 2.87 0.21
H -1.22 0.31 1.50
H -0.11 1.62 1.21
H -1.66 1.82 0.77
H -0.50 1.03 -1.28
H -2.37 -0.98 -0.30
H -1.79 -0.96 -1.93
H -2.82 0.31 -1.32
H 0.70 -1.22 -1.07
H -0.55 -1.25 1.51
H -0.52 -2.33 0.13
H 0.98 -2.11 1.08
H 1.68 0.16 1.46
H 2.30 1.21 -1.54

- M: 211.1 g mol⁻¹
- HOMO-LUMO gap: 8.0694 eV
- Maximum force: 4.120 eV Å⁻¹
- LUMO energy: -4.869 eV
- SMILES: CC(C)[N@H+](C)[C@@H](Br)C=S
- Energy relative to the best compared isomer or geometry (same formula, charge and spin): 33.4 kcal per mole
- Net charge: +1
- HOMO: -12.938 eV

These are the natural (NBO) partial charges, in e, on atoms 1 to 6:
1. C -0.62
2. C -0.02
3. C -0.65
4. N -0.42
5. C -0.41
6. C -0.14

***

Computed, not measured: 5 unconnected molecules or ions with the total composition CH14NO4 at a distorted geometry, with ωB97M-V with the def2-TZVPD basis set.

Atoms and positions in Å:
C 1.70 -1.35 -0.85
N 0.85 -0.21 -0.70
H 2.61 -1.29 -0.06
H 1.03 -2.19 -0.81
H 2.17 -1.26 -1.91
H 0.96 0.57 -1.30
H 0.89 0.22 0.22
H -0.20 -0.50 -0.69
H -1.00 -3.15 -0.42
H -2.01 -2.24 0.18
O -1.42 -2.36 -0.61
H -1.45 3.47 1.19
H -0.20 2.89 0.50
O -0.93 2.58 0.98
H -1.71 1.60 -0.51
H -2.39 0.87 -1.49
O -1.51 0.88 -1.15
H 1.26 -0.03 2.90
H 0.36 1.06 2.42
O 1.00 0.46 2.11

- M: 104.1 g mol⁻¹
- HOMO-LUMO gap: 12.4967 eV
- Maximum force: 4.448 eV Å⁻¹
- LUMO energy: -2.968 eV
- Energy relative to the best compared isomer or geometry (same formula, charge and spin): 35.9 kcal per mole
- Net charge: +1
- HOMO: -15.465 eV

These are the natural (NBO) partial charges, in e, on atoms 1 to 6:
1. C -0.43
2. N -0.73
3. H 0.24
4. H 0.23
5. H 0.24
6. H 0.43

***

Computed, not measured: C3H4N2OS in the gas phase at a distorted geometry, with ωB97M-V with the def2-TZVPD basis set.

Atoms and positions in Å:
C 0.22 -1.05 -0.49
C 0.24 0.11 -1.15
C -0.70 0.47 0.92
N -0.86 -0.91 0.54
N -0.75 0.96 -0.58
O -2.30 -1.16 -1.84
S -2.12 -0.34 -0.65
H 0.83 -1.97 -0.34
H 0.92 0.38 -1.96
H -1.46 0.95 1.36
H 0.28 0.83 1.40

- M: 116.1 g mol⁻¹
- HOMO-LUMO gap: 9.5087 eV
- Maximum force: 5.635 eV Å⁻¹
- LUMO energy: 0.277 eV
- Energy relative to the best compared isomer or geometry (same formula, charge and spin): 112.2 kcal per mole
- Net charge: 0
- HOMO: -9.231 eV

These are the natural (NBO) partial charges, in e, on atoms 1 to 6:
1. C -0.12
2. C -0.10
3. C -0.11
4. N -0.60
5. N -0.57
6. O -0.86

***

What is the net charge in the fourth record? +2